<A>
{
  "formula": "C5H8",
  "method": "ωB97M-V/def2-TZVPD",
  "elements": ["C", "C", "C", "C", "C", "H", "H", "H", "H", "H", "H", "H", "H"],
  "positions_angstrom": [[-1.001, -1.251, -1.203], [-0.272, -0.166, -1.228], [0.595, 0.445, -0.164], [0.039, 1.133, 0.997], [0.784, -0.208, 1.155], [-1.025, -1.848, -0.238], [-1.693, -1.547, -1.934], [-0.392, 0.431, -2.145], [1.496, 0.853, -0.685], [-1.068, 1.151, 1.140], [0.477, 2.118, 1.282], [1.762, -0.021, 1.480], [0.297, -1.091, 1.542]],
  "molar_mass_g_mol": 68.1,
  "homo_lumo_gap_ev": 10.83,
  "homo_energy_ev": -9.53,
  "smiles": "C=CC1CC1"
}

<B>
{
  "formula": "C5H8",
  "method": "ωB97M-V/def2-TZVPD",
  "elements": ["C", "C", "C", "C", "C", "H", "H", "H", "H", "H", "H", "H", "H"],
  "positions_angstrom": [[0.565, 1.395, 0.214], [-0.627, 1.207, -0.409], [-1.077, -0.234, -0.295], [-0.342, -0.630, 1.044], [0.856, 0.290, 0.947], [-1.293, 1.989, -0.771], [-0.726, -0.885, -1.108], [-2.170, -0.316, -0.258], [-0.037, -1.682, 1.101], [-1.004, -0.432, 1.897], [1.852, -0.035, 1.244], [1.873, -0.009, -1.671], [2.129, -0.658, -1.934]],
  "molar_mass_g_mol": 68.1,
  "homo_lumo_gap_ev": [8.16, 7.39],
  "homo_energy_ev": [-8.57, -7.92],
  "smiles": "C1=CCCC=1.[H][H]"
}

Tell me which of them is the least stable. Sure, it is <B>.

<A>
{
  "formula": "C5H8",
  "method": "ωB97M-V/def2-TZVPD",
  "elements": ["C", "C", "C", "C", "C", "H", "H", "H", "H", "H", "H", "H", "H"],
  "positions_angstrom": [[0.789, -1.532, 0.675], [-0.210, -0.698, 1.015], [-1.072, -0.024, -0.026], [-0.182, 0.657, -1.029], [0.623, 1.671, -0.662], [0.929, -2.477, 1.204], [1.511, -1.349, -0.124], [-0.627, -0.737, 2.027], [-1.711, 0.722, 0.478], [-1.726, -0.764, -0.515], [-0.307, 0.397, -2.086], [1.545, 1.886, -1.206], [0.438, 2.247, 0.249]],
  "molar_mass_g_mol": 68.1,
  "homo_lumo_gap_ev": 9.84,
  "homo_energy_ev": -8.75,
  "smiles": "C=CCC=C"
}

<B>
{
  "formula": "C5H8",
  "method": "ωB97M-V/def2-TZVPD",
  "elements": ["C", "C", "C", "C", "C", "H", "H", "H", "H", "H", "H", "H", "H"],
  "positions_angstrom": [[0.560, -0.288, 0.100], [1.358, 0.754, -0.522], [-0.832, -0.463, -1.051], [-1.459, -0.575, 0.112], [-0.527, 0.021, 1.117], [2.058, 1.034, 0.266], [1.211, -1.117, 0.484], [0.697, 1.573, -0.811], [1.841, 0.299, -1.394], [-1.400, -0.670, -2.004], [-2.297, -1.190, 0.357], [-0.691, 1.099, 1.256], [-0.520, -0.476, 2.090]],
  "molar_mass_g_mol": 68.1,
  "homo_lumo_gap_ev": 9.60,
  "homo_energy_ev": -8.36
}

<C>
{
  "formula": "C5H8",
  "method": "ωB97M-V/def2-TZVPD",
  "elements": ["C", "C", "C", "C", "C", "H", "H", "H", "H", "H", "H", "H", "H"],
  "positions_angstrom": [[-2.578, 0.058, -0.159], [-1.268, 0.221, 0.463], [-0.096, 0.372, 0.704], [1.306, 0.615, 0.354], [1.946, -0.691, -0.135], [-3.381, 0.068, 0.580], [-2.726, 0.868, -0.887], [-2.586, -0.886, -0.717], [1.156, 1.274, -0.507], [1.941, 1.144, 1.082], [1.979, -1.423, 0.677], [2.955, -0.491, -0.505], [1.351, -1.129, -0.948]],
  "molar_mass_g_mol": 68.1,
  "homo_lumo_gap_ev": 10.30,
  "homo_energy_ev": -9.24,
  "smiles": "CC#CCC"
}

<D>
{
  "formula": "C5H8",
  "method": "ωB97M-V/def2-TZVPD",
  "elements": ["C", "C", "C", "C", "C", "H", "H", "H", "H", "H", "H", "H", "H"],
  "positions_angstrom": [[-1.785, -0.245, 1.216], [-0.627, 0.335, 0.926], [0.383, -0.127, -0.057], [0.331, -1.312, -0.708], [1.295, 0.911, -0.658], [-2.046, -1.208, 0.782], [-2.461, 0.259, 1.885], [-0.331, 1.302, 1.328], [1.268, -1.494, -1.229], [-0.583, -1.812, -1.031], [0.928, 1.126, -1.663], [1.353, 1.840, -0.100], [2.275, 0.425, -0.691]],
  "molar_mass_g_mol": 68.1,
  "homo_lumo_gap_ev": 9.00,
  "homo_energy_ev": -8.41,
  "smiles": "C=CC(=C)C"
}

Tell me which of them is the least stable. Sure, it is <B>.

<A>
{
  "formula": "C5H9N3O",
  "method": "ωB97M-V/def2-TZVPD",
  "elements": ["C", "C", "N", "C", "N", "C", "O", "N", "C", "H", "H", "H", "H", "H", "H", "H", "H", "H"],
  "positions_angstrom": [[0.393, 2.314, 0.698], [0.282, 0.842, 0.561], [0.786, -0.044, 1.384], [0.602, -1.243, 0.743], [1.098, -2.375, 1.268], [-0.145, -1.130, -0.408], [-0.565, -2.044, -1.281], [-0.388, 0.205, -0.550], [-1.193, 0.783, -1.598], [-0.088, 2.646, 1.624], [-0.061, 2.860, -0.132], [1.449, 2.597, 0.735], [0.428, -3.104, 1.488], [1.711, -2.219, 2.065], [-0.124, -2.872, -1.013], [-1.967, 0.076, -1.912], [-1.679, 1.690, -1.230], [-0.539, 1.018, -2.442]],
  "molar_mass_g_mol": 127.1,
  "homo_lumo_gap_ev": 7.55,
  "homo_energy_ev": -6.82,
  "smiles": "Cc1nc(N)c(O)n1C"
}

<B>
{
  "formula": "C5H9N3O",
  "method": "ωB97M-V/def2-TZVPD",
  "elements": ["H", "N", "C", "N", "O", "C", "C", "C", "C", "N", "H", "H", "H", "H", "H", "H", "H", "H"],
  "positions_angstrom": [[1.499, -1.757, 1.697], [0.516, -1.775, 1.466], [0.379, -0.903, 0.490], [-0.722, -0.973, -0.392], [-1.110, -2.325, -0.644], [-0.559, -0.270, -1.585], [0.612, 0.581, -1.099], [0.604, 1.428, 0.202], [-0.530, 1.541, 1.204], [1.247, 0.065, 0.026], [-0.627, -2.836, -0.005], [-1.459, 0.257, -1.753], [-0.139, -0.790, -2.402], [1.179, 1.145, -1.839], [1.411, 2.077, 0.144], [-0.938, 2.605, 1.252], [0.023, 1.120, 2.257], [-1.387, 0.810, 0.980]],
  "molar_mass_g_mol": 127.1,
  "homo_lumo_gap_ev": 9.78,
  "homo_energy_ev": -8.90,
  "smiles": "[H]/N=C1/N(O)C[C@H]2[C@@H](C)N12"
}

<C>
{
  "formula": "C5H9N3O",
  "method": "ωB97M-V/def2-TZVPD",
  "elements": ["C", "C", "N", "N", "C", "C", "O", "N", "C", "H", "H", "H", "H", "H", "H", "H", "H", "H"],
  "positions_angstrom": [[1.814, -1.468, 0.748], [0.763, -0.483, 0.320], [-0.502, -0.992, 0.127], [-1.106, -0.253, -0.708], [-2.550, -0.333, -0.844], [0.128, 0.979, -1.163], [0.195, 1.267, -2.320], [0.244, 1.769, -0.044], [0.803, 0.895, 0.984], [2.808, -1.079, 0.525], [1.777, -1.675, 1.824], [1.690, -2.414, 0.221], [-2.815, -0.071, -1.869], [-3.025, 0.376, -0.162], [-2.879, -1.343, -0.592], [0.554, 2.727, -0.159], [0.247, 0.962, 1.929], [1.852, 1.135, 1.182]],
  "molar_mass_g_mol": 127.1,
  "homo_lumo_gap_ev": [7.79, 7.79],
  "homo_energy_ev": [-7.58, -7.58],
  "smiles": "CC1=NN(C)C(=O)NC1"
}

Tell me which of them is the least stable. Sure, it is <B>.

<A>
{
  "formula": "C8H11N2O2",
  "method": "ωB97M-V/def2-TZVPD",
  "elements": ["C", "C", "C", "C", "C", "C", "C", "C", "N", "N", "O", "O", "H", "H", "H", "H", "H", "H", "H", "H", "H", "H", "H"],
  "positions_angstrom": [[-0.315, 2.093, 1.028], [-1.476, 1.317, 0.751], [0.878, 1.866, 0.430], [-1.433, 0.319, -0.154], [-0.180, -0.044, -0.869], [1.016, 0.794, -0.510], [-2.641, -0.485, -0.535], [2.097, -2.017, 1.674], [3.094, 0.320, -1.658], [2.124, 0.484, -1.006], [-2.299, -1.426, -1.518], [2.235, -1.529, 0.587], [-0.401, 2.904, 1.736], [-2.393, 1.559, 1.263], [1.743, 2.473, 0.640], [0.040, -1.102, -0.681], [-0.374, 0.013, -1.947], [-3.416, 0.207, -0.898], [-3.043, -0.979, 0.363], [1.110, -2.127, 2.147], [2.944, -2.391, 2.265], [-3.092, -1.890, -1.814], [3.781, -0.360, -1.295]],
  "charge": 1,
  "molar_mass_g_mol": 167.2,
  "homo_lumo_gap_ev": 7.92,
  "homo_energy_ev": -12.31
}

<B>
{
  "formula": "C8H11N2O2",
  "method": "ωB97M-V/def2-TZVPD",
  "elements": ["C", "C", "C", "C", "C", "C", "C", "C", "N", "N", "O", "O", "H", "H", "H", "H", "H", "H", "H", "H", "H", "H", "H"],
  "positions_angstrom": [[2.158, -1.112, -1.325], [1.388, -0.816, -2.435], [1.798, -0.724, -0.041], [0.585, 0.041, -0.012], [-0.203, 0.339, -1.105], [-1.737, 1.642, 0.512], [-1.147, 0.610, 1.537], [-2.106, -0.550, 1.390], [0.229, -0.056, -2.324], [2.506, -1.149, 0.979], [0.214, 0.401, 1.266], [-1.288, 2.893, 0.486], [3.029, -1.699, -1.257], [1.748, -1.139, -3.457], [-2.590, 1.337, -0.228], [-1.375, 1.095, 2.452], [-1.501, -1.447, 1.765], [-2.302, -0.716, 0.372], [-2.926, -0.601, 2.160], [-0.276, 0.324, -3.113], [3.431, -1.412, 0.619], [2.303, -0.632, 1.805], [-1.940, 3.369, -0.045]],
  "charge": 1,
  "molar_mass_g_mol": 167.2,
  "homo_lumo_gap_ev": [8.00, 8.00],
  "homo_energy_ev": [-12.26, -12.26]
}

<C>
{
  "formula": "C8H11N2O2",
  "method": "ωB97M-V/def2-TZVPD",
  "elements": ["C", "C", "C", "C", "C", "C", "C", "C", "N", "N", "O", "O", "H", "H", "H", "H", "H", "H", "H", "H", "H", "H", "H"],
  "positions_angstrom": [[-2.645, 2.191, -0.945], [-2.651, 2.079, 0.422], [-1.553, 1.806, -1.729], [-1.590, 1.514, 1.090], [-0.431, 1.394, -1.078], [-0.374, 1.364, 0.372], [2.110, -2.516, -0.199], [0.806, 0.529, 1.024], [1.691, -3.197, -1.348], [2.006, -3.004, 1.007], [1.142, -0.497, 0.403], [1.194, 0.882, 2.222], [-3.538, 2.565, -1.493], [-3.338, 2.520, 1.107], [-1.725, 2.005, -2.792], [-1.537, 1.547, 2.182], [0.514, 1.393, -1.569], [1.446, -2.651, -2.263], [1.136, -4.036, -1.304], [2.250, -2.405, 1.825], [1.394, -3.842, 1.124], [2.709, -1.400, -0.529], [0.984, 1.761, 2.470]],
  "charge": 1,
  "molar_mass_g_mol": 167.2,
  "homo_lumo_gap_ev": 9.18,
  "homo_energy_ev": -12.28
}

Tell me which of them is the least stable. Sure, it is <A>.

<A>
{
  "formula": "C4HN3O",
  "method": "ωB97M-V/def2-TZVPD",
  "elements": ["N", "C", "C", "O", "C", "N", "C", "N", "H"],
  "positions_angstrom": [[0.695, -0.483, -2.559], [0.436, -0.582, -1.305], [0.186, -0.160, 0.034], [1.388, 0.095, 0.765], [-0.487, 1.219, 0.250], [-1.122, 2.181, -0.285], [-0.647, -1.139, 0.658], [-1.393, -1.970, 1.021], [0.945, 0.840, 1.422]],
  "molar_mass_g_mol": 107.1,
  "homo_lumo_gap_ev": 10.30,
  "homo_energy_ev": -12.64,
  "smiles": "N#CC(O)(C#N)C#N"
}

<B>
{
  "formula": "C4HN3O",
  "method": "ωB97M-V/def2-TZVPD",
  "elements": ["N", "C", "C", "N", "C", "O", "C", "N", "H"],
  "positions_angstrom": [[0.133, -2.437, -2.394], [0.243, -1.598, -1.473], [0.030, -0.549, -0.611], [-0.194, 0.547, -0.962], [-0.159, 1.480, 0.275], [-0.612, 2.650, 0.267], [0.214, 0.321, 1.361], [0.221, -0.857, 0.951], [0.125, 0.442, 2.587]],
  "molar_mass_g_mol": 107.1,
  "homo_lumo_gap_ev": 9.29,
  "homo_energy_ev": -11.54,
  "smiles": "N#CC1=NC(=O)C=N1"
}

Tell me which of them is the least stable. Sure, it is <A>.